Entry P
DFT (ωB97M-V with the def2-TZVPD basis set) results for a molecular structure, C3H8ClN3.

**Total charge**: 0
**E_LUMO**: 0.01633 Ha
**Gap between HOMO and LUMO**: 8.854 eV

Geometry (Å):
1 H -0.92393 -2.72650 -0.09501
2 H -0.07840 -1.07191 1.79897
3 N -0.20779 -0.79777 -0.55563
4 C 0.47190 -0.12404 1.55194
5 H 0.04725 0.56569 2.16670
6 H 0.51597 1.99413 -1.81266
7 H 0.90568 -2.34033 0.69410
8 N -0.29741 1.47017 0.14328
9 C -0.56303 1.89336 -1.20235
10 Cl 2.37297 -0.12383 1.75192
11 C 0.06628 0.18692 0.20497
12 N 0.18635 -2.07823 -0.32943
13 H -1.14045 2.98681 -1.08363
14 H -0.23009 -0.76965 -1.47287
15 H -1.12530 0.93517 -1.76027

Atom charges from the Löwdin analysis, given in e for atoms 1 to 4: H 0.196; H 0.087; N -0.088; C -0.445


Entry Q
DFT (ωB97M-V with the def2-TZVPD basis set) results for 3 unconnected molecules or ions with the total composition C3H8ClN3.

**Total charge**: 0
**Structure (SMILES)**: C=NC.N#CN.Cl
**E_LUMO**: 0.02248 Ha
**Gap between HOMO and LUMO**: 10.179 eV

Geometry (Å):
1 Cl 3.82869 1.39837 -0.67377
2 C -0.09316 0.85285 -1.29661
3 H 0.73089 0.47411 2.00231
4 N 0.32295 0.26767 -0.06879
5 H -1.03803 0.26421 -1.44193
6 H 0.47967 -3.18936 0.54909
7 H 0.65502 0.41507 -2.05213
8 H 2.62883 1.35371 -1.39866
9 N 0.75460 -2.33755 0.07443
10 N 2.88722 -1.34053 0.80549
11 H -0.37717 1.88093 -1.15625
12 C 0.71741 0.96979 0.93011
13 C 1.95890 -1.89989 0.43453
14 H 0.00578 -1.61534 -0.02969
15 H 0.63473 2.09501 0.84917

Atom charges from the Löwdin analysis, given in e for atoms 1 to 4: Cl 0.208; C -0.147; H 0.117; N -0.199


It comes down to entry Q, which is 79.5 kcal/mol more stable than the next structure.


Entry P
DFT (ωB97M-V with the def2-TZVPD basis set) results for 2 unconnected molecules or ions with the total composition C3H9N3O2.

**Total charge**: 0
**E_LUMO**: 0.02426 Ha
**Gap between HOMO and LUMO**: 9.025 eV

Geometry (Å):
1 N 0.49395 0.34197 -0.69817
2 H 0.61608 -0.81376 0.95166
3 N 0.26969 1.74921 -0.47991
4 H -2.33388 0.36840 -0.02074
5 O 2.34295 0.82623 0.77467
6 H 0.62713 2.19603 -1.32026
7 N -0.54364 -1.71748 -0.77091
8 H -1.34210 -2.31645 -0.61157
9 H -2.10813 -0.88945 1.19456
10 H 1.73033 1.58695 0.78770
11 O 2.30866 -1.18080 -0.28724
12 H -1.33618 0.70373 1.40559
13 H -0.71423 2.00230 -0.46709
14 C -0.41268 -0.55829 -0.06096
15 C 1.71250 -0.20819 0.14483
16 C -1.61796 -0.06126 0.68635
17 H 0.30751 -2.02913 -1.22851

Atom charges from the Löwdin analysis, given in e for atoms 1 to 4: N -0.081; H 0.188; N 0.032; H 0.088


Entry Q
DFT (ωB97M-V with the def2-TZVPD basis set) results for 2 unconnected molecules or ions with the total composition C3H9N3O2.

**Total charge**: 0
**Structure (SMILES)**: [H]/N=C(\O)CC.NN=O
**E_LUMO**: 0.00863 Ha
**Gap between HOMO and LUMO**: 9.641 eV

Geometry (Å):
1 H 2.59009 2.38903 -0.51780
2 C -1.23474 -1.24377 0.75030
3 N 0.58403 2.67224 -0.38202
4 H -0.80481 -3.02970 -0.39249
5 H 1.94608 3.06449 0.97127
6 O 0.73195 0.04805 0.01628
7 H 1.11227 0.32557 -0.83566
8 N -1.38013 0.31365 -1.14850
9 H -0.87092 -3.28413 1.35624
10 O 0.43957 2.26904 -1.55434
11 N 1.81883 2.81435 0.00152
12 C -0.75719 -0.26430 -0.26370
13 H -1.00362 -0.84418 1.73957
14 H -2.31559 -1.33167 0.63855
15 C -0.54862 -2.59906 0.57396
16 H -0.83842 1.18460 -1.58499
17 H 0.53122 -2.48421 0.63183

Atom charges from the Löwdin analysis, given in e for atoms 1 to 4: H 0.131; C -0.199; N -0.113; H 0.076


It comes down to entry Q, which is 7.2 kcal/mol more stable than the next structure.


Entry P
DFT (ωB97M-V with the def2-TZVPD basis set) results for a molecular structure, C3H9N3O2.

**Total charge**: 0
**E_LUMO**: 0.03794 Ha
**Gap between HOMO and LUMO**: 9.317 eV

Geometry (Å):
1 H -1.56679 0.33015 -1.30635
2 H 0.96079 -0.14392 1.44531
3 H -0.01439 -2.07816 -1.15094
4 H -0.81617 -2.93031 -0.01465
5 H 2.45413 -1.88575 0.95933
6 N -0.87336 -2.09090 -0.58923
7 O -0.59925 -1.04169 0.39324
8 H 0.56098 2.46575 -0.18898
9 H -2.43699 1.99324 0.28376
10 O 0.57516 0.65128 -0.94294
11 H -1.01431 1.67926 1.43400
12 N 1.52776 -1.99876 0.55263
13 H 1.70334 2.17800 -1.29671
14 N 1.28342 1.78223 -0.45484
15 C -1.03522 0.60997 -0.40994
16 C 0.79853 -1.00057 0.79411
17 C -1.50763 1.48018 0.49219

Atom charges from the Löwdin analysis, given in e for atoms 1 to 4: H 0.110; H 0.135; H 0.083; H 0.086


Entry Q
DFT (ωB97M-V with the def2-TZVPD basis set) results for C3H9N3O2 in the gas phase.

**Total charge**: 0
**E_LUMO (alpha / beta)**: -0.01765 / -0.04524 Ha
**Gap between HOMO and LUMO (alpha / beta)**: 8.632 / 6.731 eV

Geometry (Å):
1 N -1.12494 -0.98522 -1.16683
2 C 0.47903 -0.79648 1.30502
3 N -0.56292 0.23192 -0.87277
4 C 2.02068 0.30686 -0.37371
5 H 0.66441 -1.77586 0.85940
6 H -1.78904 -1.28100 -0.45607
7 N -1.30877 1.30051 -0.56757
8 H -2.98111 1.70599 0.12047
9 C 0.64967 0.33885 0.29310
10 H 2.79984 0.43471 0.37810
11 H -0.52606 -0.76264 1.73098
12 H 2.17282 -0.64775 -0.88279
13 O -2.54880 0.86518 -0.09495
14 H 1.18521 -0.63133 2.12041
15 O 0.32383 1.55595 0.78593
16 H 2.09002 1.12617 -1.08928
17 H -1.54389 -0.98587 -2.08945

Atom charges from the Löwdin analysis, given in e for atoms 1 to 4: N 0.062; C -0.033; N -0.164; C -0.030


It comes down to entry Q, which is 21.5 kcal/mol more stable than the next structure.


Entry P
DFT (ωB97M-V with the def2-TZVPD basis set) results for 2 unconnected molecules or ions with the total composition CN2O3S.

**Total charge**: 0
**E_LUMO (alpha / beta)**: -0.09173 / -0.09187 Ha
**Gap between HOMO and LUMO (alpha / beta)**: 8.112 / 8.111 eV

Geometry (Å):
1 S -2.20592 0.46515 -0.02078
2 O 0.80148 1.71375 -0.45759
3 N 0.99856 0.51755 -0.61064
4 O -1.99288 -0.41102 -1.12084
5 O -1.49449 -0.06492 1.11058
6 N 1.52149 -1.49576 0.68386
7 C 1.27927 -0.45457 0.22195

Atom charges from the Löwdin analysis, given in e for atoms 1 to 4: S 0.878; O 0.058; N -0.014; O -0.422


Entry Q
DFT (ωB97M-V with the def2-TZVPD basis set) results for 2 unconnected molecules or ions with the total composition CN2O3S.

**Total charge**: 0
**E_LUMO**: -0.07788 Ha
**Gap between HOMO and LUMO**: 7.681 eV

Geometry (Å):
1 O -0.61859 -1.67279 -0.36052
2 S -0.70674 -0.36591 1.15713
3 O 1.23045 -0.93034 -0.71176
4 N 1.40701 -0.09375 0.03243
5 O 2.01308 0.75081 0.44782
6 N -1.86304 1.51453 -0.67017
7 C -1.46217 0.79745 0.10506

Atom charges from the Löwdin analysis, given in e for atoms 1 to 4: O -0.476; S 0.953; O 0.154; N -0.339


It comes down to entry P, which is 104.3 kcal/mol more stable than the next structure.